[1]
Formula: C4H7NO
Source: the OMol25 dataset
Level of theory: ωB97M-V/def2-TZVPD

XYZ file:
```
13
Properties=species:S:1:pos:R:3:mulliken_charge:R:1
C 1.84481 -0.85933 -0.13513 -0.991
C 1.04619 0.31047 0.50404 0.154
N 0.74634 1.67010 -0.09101 -0.605
C -0.24121 0.89322 -0.02572 0.215
C -1.66555 0.63142 -0.19471 -0.191
O -2.10900 -0.66148 0.28170 -0.507
H 1.91331 -0.65022 -1.27119 0.307
H 1.42332 -1.73845 0.20151 0.300
H 2.72137 -0.76430 0.41670 0.282
H 1.25729 0.14473 1.60164 0.260
H -1.80581 0.62411 -1.34514 0.239
H -2.35583 1.39189 0.45225 0.198
H -2.77523 -0.99216 -0.39492 0.340
```

The energy above the lowest of the compared OMol25 structures with the same formula, charge and spin comes out at 4.0997 eV. For the lowest unoccupied orbital energy, the calculation gives 0.612 eV. Its structure (SMILES) is C[C@H]1N=C1CO. The value obtained for the HOMO-LUMO gap is 9.886 eV. Its total charge is 0.

[2]
Formula: C14H21CsO3SbSe4
Source: the OMol25 dataset
Level of theory: ωB97M-V/def2-TZVPD

XYZ file:
```
44
Properties=species:S:1:pos:R:3:mulliken_charge:R:1
Cs 0.77766 0.47959 -0.39197 1.121
C 2.59901 -0.36664 4.15572 -1.251
C 1.97694 -1.73963 4.43804 0.418
C 3.05766 -2.81379 4.50580 -1.657
C 0.90737 -2.01150 3.40351 0.747
C -0.39267 -1.57292 3.63249 -0.722
C -1.37560 -1.70511 2.66833 -0.470
C -1.09556 -2.28255 1.43305 0.579
C -2.16321 -2.42519 0.38841 -1.415
C 0.20240 -2.72995 1.20936 -0.862
C 1.19175 -2.60544 2.17840 -0.325
H 3.34274 -0.11013 4.91197 0.415
H 1.84109 0.41428 4.12502 0.249
H 3.09496 -0.37248 3.18272 0.292
H 1.48079 -1.69779 5.41460 0.354
H 3.66186 -2.83277 3.59808 0.308
H 2.62131 -3.80311 4.64054 0.382
H 3.73156 -2.61506 5.33945 0.452
H -0.63362 -1.10573 4.58111 0.324
H -2.37829 -1.34808 2.87454 0.451
H -1.72960 -2.53839 -0.60571 0.280
H -2.82504 -1.55766 0.38070 0.374
H -2.77902 -3.30459 0.58591 0.301
H 0.46833 -3.14012 0.24075 0.558
H 2.20196 -2.91886 1.95026 0.239
O -0.72660 2.64972 -1.54988 -0.702
C -0.58815 2.08197 -2.64584 0.167
O 0.24709 1.17347 -2.85123 -0.792
H -1.26393 2.34153 -3.48586 0.321
C -1.71018 2.44065 2.43288 -0.896
C -0.34239 2.76824 1.90625 0.801
C -0.12822 4.11218 1.28621 -1.021
O 0.53988 1.92850 1.90805 -0.583
H -1.98197 3.09997 3.25695 0.372
H -1.73139 1.40342 2.75940 0.083
H -2.43779 2.60794 1.63687 0.338
H -0.59647 4.92162 1.84124 0.392
H -0.57922 4.05435 0.28923 0.251
H 0.93838 4.29020 1.16926 0.269
Se 2.29448 0.28054 -5.45629 -0.638
Sb 0.36062 -0.72927 -4.55257 0.908
Se 0.82183 -3.26788 -4.70656 -0.440
Se -1.93346 -0.34348 -4.98565 -0.666
Se 0.75432 -2.21464 -2.49681 -0.306
```

The energy above the lowest of the compared OMol25 structures with the same formula, charge and spin comes out at 0.0000 eV. For the lowest unoccupied orbital energy, the calculation gives 1.613 eV. The value obtained for the HOMO-LUMO gap is 5.807 eV. Its total charge is -1.

[3]
Formula: C5H10O
Source: the OMol25 dataset
Level of theory: ωB97M-V/def2-TZVPD

XYZ file:
```
16
Properties=species:S:1:pos:R:3:mulliken_charge:R:1
C 1.58961 0.11085 -0.63007 -1.333
C 0.13119 0.54369 -0.78329 0.130
C -0.85994 -0.50599 -1.18339 -0.729
C -1.02754 0.17464 0.13406 -0.137
C -0.70186 -0.44435 1.46791 -0.510
O -0.03149 0.58071 2.18341 -0.542
H 2.25067 0.87557 -0.20130 0.375
H 1.71068 -0.80201 -0.03677 0.283
H 1.98515 -0.11350 -1.63047 0.388
H 0.03561 1.50992 -1.27466 0.308
H -1.55940 -0.27479 -1.97746 0.282
H -0.48563 -1.52586 -1.15353 0.240
H -1.83553 0.90410 0.21447 0.312
H -1.58283 -0.75712 2.04561 0.325
H -0.05761 -1.32990 1.35459 0.209
H 0.41485 1.04832 1.47675 0.398
```

The energy above the lowest of the compared OMol25 structures with the same formula, charge and spin comes out at 1.2865 eV. For the lowest unoccupied orbital energy, the calculation gives 1.087 eV. Its structure (SMILES) is C[C@H]1C[C@H]1CO. The value obtained for the HOMO-LUMO gap is 11.143 eV. Its total charge is 0.

[4]
Formula: C4H8S2
Source: the OMol25 dataset
Level of theory: ωB97M-V/def2-TZVPD

XYZ file:
```
14
Properties=species:S:1:pos:R:3:mulliken_charge:R:1
C 0.37634 1.76766 1.36651 -1.146
C 0.74625 1.29102 -0.04155 -0.464
C 0.45001 -0.20445 -0.12961 0.220
S 1.26968 -1.39565 0.66159 -0.236
S -0.77682 -0.46504 -1.34745 -0.019
C -1.22322 -2.21589 -1.21021 -0.832
H -0.65245 1.47785 1.71691 0.290
H 0.57610 2.79093 1.58406 0.362
H 1.06009 1.26301 2.01186 0.338
H 0.11737 1.87514 -0.69130 0.305
H 1.82319 1.45123 -0.29184 0.289
H -1.76190 -2.49074 -2.10931 0.327
H -1.79662 -2.44379 -0.32464 0.290
H -0.20802 -2.70129 -1.19504 0.277
```

The energy above the lowest of the compared OMol25 structures with the same formula, charge and spin comes out at 0.6860 eV. For the lowest unoccupied orbital energy, the calculation gives -0.034 eV. Its structure (SMILES) is CCC(=S)SC. The value obtained for the HOMO-LUMO gap is 8.600 eV. Its total charge is 0.